The following is a quantum chemistry calculation of C5H10N2O as an isolated structure, from OMol25.

Frontier orbital gap = 7.91 eV
Net charge = 0
Relative energy (zero: lowest compared OMol25 entry of this formula, charge and spin) = 5.273 eV
Molecular weight = 114.15 g mol⁻¹

```
18
Properties=species:S:1:pos:R:3:forces:R:3:mulliken_charge:R:1
C 1.05785 -0.60544 -0.65535 -2.30 3.59 -0.22 -0.25
C -1.47867 -0.57737 -0.13816 0.28 0.62 0.30 -1.69
C -0.06548 -0.23295 0.27991 -0.02 -3.58 2.42 1.26
N -0.44536 -0.67934 2.53135 -0.48 1.23 0.01 -0.52
C 0.81321 1.04838 -1.04588 4.41 -0.27 -1.73 -0.20
C 0.05755 1.90404 -1.72236 -1.58 -1.33 0.32 -0.71
O 2.23144 -0.98242 -0.06353 0.06 0.80 -0.39 -0.57
N 0.32307 -0.13438 1.53285 0.22 -1.48 -1.65 -0.48
H 2.18115 -0.67915 0.86291 -0.24 -0.11 -0.05 0.42
H 0.88051 -1.12687 -1.59846 -0.38 -0.07 0.58 0.39
H -1.40069 -0.98453 2.36524 0.58 0.07 0.33 0.17
H 0.08390 -0.84393 3.37526 -0.67 0.09 -0.26 0.21
H 1.84311 1.40643 -1.00193 0.19 0.17 0.49 0.23
H -2.16128 0.16403 0.28190 -0.13 -0.02 -0.13 0.39
H -1.57659 -0.58985 -1.22054 -0.03 0.02 -0.02 0.40
H -1.78104 -1.55358 0.24413 0.16 -0.18 0.03 0.50
H 0.43108 2.80220 -2.18836 0.09 0.24 0.48 0.27
H -0.99375 1.66471 -1.83898 -0.16 0.22 -0.49 0.20
```
Positions in Å, forces in eV/Å.